Record 1
This record from OMol25 describes C33H25Cl2IN2O5PV as an isolated structure. The level of theory is ωB97M-V/def2-TZVPD.

Calculated values
E_LUMO (spin up / spin down) (eV): 1.86 / 1.86
E (a.u.): -4261.8946
Charge: -1
2S+1: 4
<S²>: 3.80

Geometry as XYZ:
```
70
C33H25Cl2IN2O5PV ωB97M-V/def2-TZVPD
V 0.61 1.56 -1.28
N 2.66 1.56 -2.20
C 2.39 2.10 -3.56
C 1.48 3.32 -3.42
O 1.65 4.33 -4.10
N 0.57 3.12 -2.45
C -0.08 4.23 -1.79
C 0.15 4.07 -0.28
O -0.26 4.89 0.52
O 0.83 2.98 0.05
H 3.26 2.21 -1.70
H 3.12 0.66 -2.25
H 1.90 1.32 -4.14
H 3.31 2.41 -4.07
H -1.15 4.25 -1.96
H 0.34 5.19 -2.12
I 3.54 0.63 0.88
C 3.19 0.01 2.84
C 4.20 0.35 3.69
C 4.23 -0.10 5.03
C 3.25 -0.94 5.45
C 2.18 -1.31 4.59
C 1.23 -2.22 5.09
C 0.18 -2.62 4.32
C 0.03 -2.05 3.04
C 0.90 -1.14 2.50
P 0.21 -0.38 0.91
C -1.35 0.25 1.64
C -2.53 -0.46 1.84
C -3.64 0.16 2.40
C -3.58 1.50 2.76
C -2.41 2.22 2.56
C -1.31 1.60 1.99
C -0.17 -1.92 0.01
C -1.34 -2.09 -0.72
C -1.51 -3.22 -1.51
C -0.52 -4.18 -1.59
C 0.66 -4.01 -0.87
C 0.83 -2.89 -0.07
C 2.08 -0.79 3.26
H 5.02 0.96 3.33
H 5.03 0.20 5.68
H 3.26 -1.34 6.45
H 1.35 -2.60 6.10
H -0.54 -3.33 4.68
H -0.84 -2.34 2.47
H -2.59 -1.51 1.57
H -4.55 -0.41 2.55
H -4.45 1.98 3.19
H -2.36 3.27 2.81
H -0.42 2.19 1.77
H -2.10 -1.32 -0.72
H -2.42 -3.32 -2.10
H -0.65 -5.05 -2.22
H 1.45 -4.75 -0.93
H 1.75 -2.77 0.48
Cl -4.25 -1.54 -5.70
C -2.88 -1.02 -4.72
C -1.63 -1.57 -5.00
C -0.56 -1.14 -4.21
Cl 1.01 -1.83 -4.53
C -0.69 -0.22 -3.19
O 0.38 0.12 -2.46
C -1.98 0.34 -2.92
C -2.23 1.22 -1.86
O -1.36 1.67 -0.99
C -3.07 -0.10 -3.73
H -1.49 -2.29 -5.79
H -3.26 1.57 -1.74
H -4.06 0.31 -3.54
```

***

Record 2
This record from OMol25 describes C16H22IN3O5S4Ti as an isolated structure in a non-equilibrium geometry. The level of theory is ωB97M-V/def2-TZVPD.

Calculated values
E_LUMO (spin up / spin down) (eV): -2.86 / -2.90
E (a.u.): -3903.1954
Charge: +1
2S+1: 2
<S²>: 0.76

Geometry as XYZ:
```
52
C16H22IN3O5S4Ti ωB97M-V/def2-TZVPD
Ti 0.09 -1.03 -0.55
C 1.66 3.47 0.60
N 0.39 3.28 -0.10
C -0.30 4.48 -0.55
C -0.08 2.05 -0.31
O 0.52 1.03 0.06
C -1.39 1.91 -1.08
O -1.95 0.63 -0.89
C -2.75 0.50 0.27
C -1.96 -0.15 1.40
O -0.96 -0.83 1.09
N -2.31 0.00 2.66
C -1.50 -0.62 3.70
C -3.59 0.55 3.09
H 1.52 4.10 1.47
H 2.39 3.94 -0.07
H 2.05 2.50 0.92
H 0.37 5.32 -0.46
H -1.18 4.69 0.07
H -0.61 4.39 -1.59
H -1.16 2.00 -2.14
H -2.11 2.69 -0.81
H -3.58 -0.18 0.02
H -3.17 1.46 0.56
H -0.46 -0.64 3.39
H -1.82 -1.64 3.91
H -1.59 -0.03 4.61
H -4.12 1.02 2.27
H -3.42 1.30 3.87
H -4.22 -0.24 3.51
O 0.86 -2.96 -7.16
C 0.83 -2.64 -6.01
S 0.76 -0.95 -5.47
C 0.78 -1.30 -3.75
C 0.84 -2.59 -3.38
S 0.88 -3.10 -1.72
S 0.90 -3.79 -4.66
S 0.72 0.00 -2.59
O -1.77 -1.98 -1.31
H -1.50 -2.90 -1.50
H -2.01 -1.60 -2.16
I 0.11 -3.66 1.62
C 1.86 -2.55 1.22
C 3.06 -3.03 1.68
C 4.22 -2.35 1.33
C 4.11 -1.20 0.56
C 2.86 -0.76 0.18
N 1.73 -1.44 0.48
H 3.10 -3.93 2.27
H 5.18 -2.73 1.64
H 4.98 -0.64 0.25
H 2.73 0.13 -0.42
```

***

Record 3
This record from OMol25 describes C66H80IN9O2Si2 as an isolated structure in a non-equilibrium geometry. The level of theory is ωB97M-V/def2-TZVPD.

Calculated values
E_LUMO (eV): 0.49
E (a.u.): -4082.5443

Geometry as XYZ:
```
160
C66H80IN9O2Si2 ωB97M-V/def2-TZVPD
C -1.52 4.28 -2.74
O -1.49 5.58 -2.10
C -2.54 5.74 -1.12
C -2.89 4.40 -0.30
C -3.75 4.71 1.06
C -2.97 4.08 2.35
C -3.85 3.00 3.16
C -3.60 1.48 2.74
C -3.96 1.15 1.20
Si -2.87 -0.23 0.45
O -1.27 0.27 0.00
Si -0.12 -0.81 0.74
C -0.45 -2.56 0.01
C -0.49 -2.48 -1.61
C -1.70 -3.31 -2.25
I -0.88 -4.92 -3.53
C -0.19 -0.77 2.67
C 0.22 0.73 3.15
C 1.07 1.01 4.50
N -0.11 1.81 2.45
C 1.72 -0.41 0.28
C 2.34 1.02 0.31
C 3.85 1.29 -0.02
C 4.85 0.15 -0.40
C 4.23 -1.29 -0.45
C 2.72 -1.56 -0.12
C -3.90 -1.06 -0.94
C -4.61 -2.42 -0.58
C -5.53 -3.21 -1.55
C -5.79 -2.65 -2.97
C -5.07 -1.32 -3.36
C -4.14 -0.52 -2.37
H -0.99 3.48 -2.11
H -2.56 3.89 -2.99
H -0.92 4.37 -3.72
H -3.54 6.10 -1.59
H -2.24 6.53 -0.35
H -1.99 3.72 -0.09
H -3.60 3.77 -0.95
H -3.90 5.83 1.17
H -4.75 4.15 1.00
H -1.92 3.71 2.08
H -2.81 4.97 3.07
H -3.53 3.10 4.27
H -4.98 3.29 3.16
H -4.32 0.84 3.38
H -2.54 1.11 3.03
H -5.04 0.73 1.22
H -3.99 2.06 0.52
H -2.70 -1.25 1.52
H -1.41 -3.05 0.41
H 0.41 -3.28 0.32
H 0.48 -2.89 -2.08
H -0.59 -1.40 -1.99
H -2.35 -3.84 -1.48
H -2.31 -2.66 -2.98
H -1.19 -1.09 3.10
H 0.66 -1.44 3.08
H 0.52 1.77 5.17
H 1.23 -0.01 5.01
H 2.08 1.49 4.24
H 0.28 2.64 2.95
H 1.72 1.94 0.59
H 4.31 2.35 0.03
H 5.96 0.32 -0.61
H 4.91 -2.18 -0.71
H 2.41 -2.67 -0.17
H -4.46 -2.83 0.47
H -5.99 -4.19 -1.19
H -6.48 -3.24 -3.66
H -5.29 -0.93 -4.43
H -3.66 0.47 -2.69
N -6.56 -4.81 -5.92
C -5.39 -4.94 -6.57
C -4.91 -6.13 -7.08
C -5.68 -7.27 -6.91
C -6.89 -7.17 -6.25
C -7.29 -5.93 -5.78
H -4.82 -4.02 -6.67
H -3.95 -6.17 -7.59
H -5.34 -8.23 -7.29
H -7.52 -8.04 -6.10
H -8.23 -5.80 -5.26
N 2.23 -6.12 1.21
C 3.08 -6.36 2.23
C 4.40 -6.75 2.06
C 4.87 -6.91 0.76
C 4.02 -6.67 -0.31
C 2.72 -6.28 -0.03
H 2.66 -6.22 3.22
H 5.03 -6.93 2.91
H 5.90 -7.22 0.59
H 4.35 -6.79 -1.33
H 2.01 -6.07 -0.83
N 7.35 1.25 1.35
C 6.66 1.94 2.27
C 7.05 3.17 2.78
C 8.24 3.72 2.32
C 8.98 3.03 1.37
C 8.49 1.81 0.92
H 5.74 1.47 2.60
H 6.45 3.68 3.52
H 8.59 4.67 2.69
H 9.91 3.42 0.99
H 9.03 1.23 0.17
N 1.01 -2.50 5.48
C 2.09 -2.61 6.26
C 2.08 -3.19 7.52
C 0.88 -3.69 7.99
C -0.26 -3.59 7.20
C -0.14 -2.99 5.96
H 3.01 -2.20 5.84
H 2.99 -3.25 8.11
H 0.83 -4.16 8.97
H -1.21 -3.97 7.55
H -1.00 -2.90 5.31
N 9.61 4.13 -2.61
C 10.79 4.03 -3.25
C 11.31 2.84 -3.74
C 10.56 1.69 -3.58
C 9.34 1.76 -2.93
C 8.91 2.99 -2.47
H 11.34 4.96 -3.35
H 12.26 2.83 -4.25
H 10.93 0.74 -3.95
H 8.73 0.87 -2.78
H 7.96 3.10 -1.96
N -6.71 5.65 1.34
C -7.58 6.38 2.07
C -8.47 7.29 1.53
C -8.48 7.46 0.15
C -7.60 6.73 -0.63
C -6.74 5.84 0.01
H -7.53 6.21 3.14
H -9.15 7.84 2.17
H -9.17 8.16 -0.31
H -7.58 6.84 -1.70
H -6.04 5.24 -0.56
N -10.34 3.76 -0.89
C -9.56 3.99 0.18
C -9.60 3.23 1.34
C -10.49 2.17 1.40
C -11.30 1.91 0.31
C -11.19 2.72 -0.81
H -8.89 4.84 0.08
H -8.95 3.47 2.17
H -10.54 1.55 2.29
H -12.01 1.09 0.32
H -11.80 2.55 -1.69
N 10.75 -1.79 -1.98
C 11.93 -1.89 -2.61
C 12.44 -3.08 -3.11
C 11.70 -4.23 -2.95
C 10.47 -4.16 -2.30
C 10.05 -2.92 -1.84
H 12.48 -0.96 -2.72
H 13.40 -3.10 -3.62
H 12.06 -5.18 -3.32
H 9.86 -5.04 -2.15
H 9.10 -2.81 -1.33
```

***

Record 4
This record from OMol25 describes a 2-piece molecular cluster, C6H13P overall in a non-equilibrium geometry. The level of theory is ωB97M-V/def2-TZVPD.

Calculated values
E_LUMO (spin up / spin down) (eV): 0.31 / 0.01
E (a.u.): -577.5467

Geometry as XYZ:
```
20
C6H13P ωB97M-V/def2-TZVPD
C -0.08 -0.27 1.44
C -1.20 0.01 2.36
C -0.66 -1.40 2.22
C 1.68 -0.78 -0.59
C -0.94 0.14 -2.76
C 0.61 1.80 -0.39
P 0.10 0.05 -0.23
H -0.85 0.45 3.35
H -2.26 0.36 2.11
H -1.30 -2.25 1.67
H 0.00 -1.78 3.08
H 1.49 -1.87 -0.84
H 2.17 -0.57 -1.58
H 2.20 -0.51 0.30
H -0.01 0.09 -3.40
H -1.44 -0.85 -2.85
H -1.49 1.09 -2.60
H -0.36 2.42 -0.10
H 1.40 2.05 0.29
H 0.92 1.80 -1.48
```

***

Record 5
This record from OMol25 describes one molecule with the formula C2HCl3FN in a non-equilibrium geometry. The level of theory is ωB97M-V/def2-TZVPD.

Calculated values
E_LUMO (spin up / spin down) (eV): -1.21 / -0.87
E (a.u.): -1611.8191
SMILES: F/N=C(\Cl)C(Cl)Cl

Geometry as XYZ:
```
8
C2HCl3FN ωB97M-V/def2-TZVPD
F 2.80 -0.28 0.04
N 1.58 -0.78 0.23
C 0.42 0.38 -0.01
Cl 0.79 1.99 0.07
C -0.99 -0.07 -0.07
Cl -1.43 -0.78 -1.65
Cl -1.47 -1.32 1.11
H -1.70 0.87 0.27
```

***

Record 6
This record from OMol25 describes one molecule with the formula C6H11NS in a non-equilibrium geometry. The level of theory is ωB97M-V/def2-TZVPD.

Calculated values
E_LUMO (eV): -0.37
E (a.u.): -688.0989
SMILES: CC[C@@H]1C[C@H](C=S)N1

Geometry as XYZ:
```
19
C6H11NS ωB97M-V/def2-TZVPD
C 1.98 -1.47 0.09
C 1.03 -0.59 -0.68
C 0.68 0.65 0.13
C -0.44 0.35 1.18
C -1.40 1.12 0.28
C -2.35 0.27 -0.50
S -3.08 -1.10 0.02
N -0.24 1.62 -0.48
H 1.46 -1.87 0.95
H 2.85 -0.90 0.47
H 2.29 -2.26 -0.59
H 0.11 -1.12 -0.90
H 1.45 -0.29 -1.64
H 1.60 1.10 0.53
H -0.72 -0.69 1.31
H -0.29 0.92 2.09
H -1.97 1.94 0.71
H -2.68 0.68 -1.47
H -0.28 1.63 -1.49
```

***

Record 7
This record from OMol25 describes C21H19F5N2SSe2V as an isolated structure. The level of theory is ωB97M-V/def2-TZVPD.

Calculated values
E_LUMO (spin up / spin down) (eV): 0.10 / 0.10
E (a.u.): -7565.5395
2S+1: 2
<S²>: 0.77

Geometry as XYZ:
```
51
C21H19F5N2SSe2V ωB97M-V/def2-TZVPD
V -0.04 -0.19 -0.02
C 3.21 -2.21 1.84
Se 1.93 -0.77 2.12
C 3.06 0.73 1.59
C 3.66 0.57 0.20
Se 2.29 0.02 -1.09
C 2.29 1.54 -2.30
H 4.13 -1.99 2.38
H 3.42 -2.36 0.78
H 2.76 -3.11 2.24
H 3.84 0.88 2.34
H 2.40 1.59 1.62
H 4.41 -0.22 0.20
H 4.14 1.48 -0.15
H 3.24 1.60 -2.81
H 2.07 2.46 -1.75
H 1.48 1.35 -3.00
F -2.88 -0.08 5.64
C -2.63 -0.51 4.39
F -3.82 -0.72 3.81
F -2.04 -1.71 4.52
C -1.78 0.47 3.62
C -1.53 1.72 4.14
C -0.76 2.63 3.42
C -0.27 2.23 2.20
N -0.51 1.02 1.69
C -1.27 0.13 2.35
S -1.56 -1.34 1.46
H -1.93 1.99 5.11
H -0.56 3.62 3.80
H 0.33 2.88 1.58
F -2.21 4.06 -2.66
C -2.00 2.72 -2.60
C -1.30 2.19 -1.54
C -1.05 0.81 -1.47
C -1.55 -0.01 -2.51
C -2.28 0.59 -3.55
F -2.77 -0.16 -4.57
C -2.51 1.94 -3.63
C -1.18 -1.42 -2.45
C -1.70 -2.45 -3.25
C -1.22 -3.73 -3.12
C -0.23 -3.99 -2.18
C 0.19 -2.95 -1.38
N -0.27 -1.71 -1.49
H -0.97 2.87 -0.77
H -3.07 2.38 -4.45
H -2.47 -2.22 -3.96
H -1.61 -4.53 -3.74
H 0.19 -4.98 -2.04
H 0.92 -3.10 -0.58
```

***

Record 8
This record from OMol25 describes C19H56FN6O4P3S2Si2 as an isolated structure in a non-equilibrium geometry. The level of theory is ωB97M-V/def2-TZVPD.

Calculated values
E_LUMO (eV): -1.16
E (a.u.): -3886.1348

Geometry as XYZ:
```
93
C19H56FN6O4P3S2Si2 ωB97M-V/def2-TZVPD
C 4.33 0.21 1.40
C 3.56 -0.26 0.04
C 3.31 -1.91 0.17
C 2.14 0.51 -0.26
C 1.79 1.75 0.75
C 2.53 3.11 0.21
C 0.15 2.04 0.55
O -0.67 0.85 0.91
Si -1.78 0.53 -0.45
S -3.44 1.92 -0.50
O -2.27 -1.17 -0.39
Si -1.51 -2.06 -1.72
F -2.00 -1.25 -3.24
P -2.28 -4.15 -1.81
S -2.67 -4.81 0.01
H 5.23 -0.53 1.62
H 3.56 0.04 2.30
H 4.71 1.31 1.41
H 4.33 -0.12 -0.86
H 3.24 -2.20 1.32
H 4.17 -2.51 -0.40
H 2.29 -2.25 -0.32
H 2.24 0.98 -1.35
H 1.30 -0.31 -0.36
H 1.92 1.53 1.89
H 1.95 3.43 -0.78
H 2.36 3.97 0.98
H 3.66 2.96 -0.07
H -0.11 2.85 1.39
H -0.11 2.46 -0.51
H -1.03 0.71 -1.70
H -3.31 2.84 -1.58
H -0.05 -2.05 -1.69
H -1.32 -5.02 -2.49
H -3.51 -4.23 -2.58
O 7.01 -6.23 -0.42
P 6.16 -6.95 0.66
N 4.73 -6.76 -0.27
C 3.41 -6.33 0.17
C 4.64 -7.66 -1.43
N 6.29 -5.60 1.75
C 5.18 -4.87 2.33
C 7.37 -4.63 1.48
N 5.18 -7.77 1.91
C 6.07 -8.15 3.04
C 4.56 -9.06 1.53
H 2.97 -6.96 0.95
H 2.69 -6.31 -0.65
H 3.42 -5.31 0.54
H 4.56 -8.71 -1.13
H 5.54 -7.57 -2.05
H 3.79 -7.43 -2.08
H 4.74 -4.17 1.61
H 5.51 -4.28 3.19
H 4.40 -5.52 2.73
H 7.12 -3.99 0.64
H 8.32 -5.14 1.28
H 7.56 -3.99 2.35
H 6.86 -8.84 2.71
H 5.51 -8.62 3.85
H 6.57 -7.28 3.49
H 5.29 -9.74 1.08
H 3.73 -8.95 0.83
H 4.12 -9.55 2.40
O -5.16 4.80 -1.04
P -6.20 5.92 -1.27
N -4.98 7.13 -1.14
C -5.04 8.38 -0.40
C -4.10 7.23 -2.30
N -6.91 5.67 0.29
C -7.06 6.69 1.32
C -6.63 4.40 0.96
N -7.39 7.22 -1.54
C -8.74 6.60 -1.72
C -7.23 8.03 -2.77
H -5.84 9.06 -0.70
H -4.11 8.96 -0.50
H -5.13 8.21 0.67
H -4.63 7.56 -3.20
H -3.66 6.25 -2.53
H -3.25 7.91 -2.14
H -6.12 6.86 1.85
H -7.79 6.37 2.07
H -7.45 7.64 0.94
H -5.62 4.38 1.37
H -6.75 3.55 0.27
H -7.33 4.20 1.78
H -8.75 5.94 -2.59
H -9.51 7.37 -1.85
H -9.05 6.01 -0.85
H -7.13 7.40 -3.66
H -6.38 8.71 -2.73
H -8.10 8.69 -2.92
```

***

Please write out number 1 again, unchanged.
This record from OMol25 describes C33H25Cl2IN2O5PV as an isolated structure. The level of theory is ωB97M-V/def2-TZVPD.

Calculated values
E_LUMO (spin up / spin down) (eV): 1.86 / 1.86
E (a.u.): -4261.8946
Charge: -1
2S+1: 4
<S²>: 3.80

Geometry as XYZ:
```
70
C33H25Cl2IN2O5PV ωB97M-V/def2-TZVPD
V 0.61 1.56 -1.28
N 2.66 1.56 -2.20
C 2.39 2.10 -3.56
C 1.48 3.32 -3.42
O 1.65 4.33 -4.10
N 0.57 3.12 -2.45
C -0.08 4.23 -1.79
C 0.15 4.07 -0.28
O -0.26 4.89 0.52
O 0.83 2.98 0.05
H 3.26 2.21 -1.70
H 3.12 0.66 -2.25
H 1.90 1.32 -4.14
H 3.31 2.41 -4.07
H -1.15 4.25 -1.96
H 0.34 5.19 -2.12
I 3.54 0.63 0.88
C 3.19 0.01 2.84
C 4.20 0.35 3.69
C 4.23 -0.10 5.03
C 3.25 -0.94 5.45
C 2.18 -1.31 4.59
C 1.23 -2.22 5.09
C 0.18 -2.62 4.32
C 0.03 -2.05 3.04
C 0.90 -1.14 2.50
P 0.21 -0.38 0.91
C -1.35 0.25 1.64
C -2.53 -0.46 1.84
C -3.64 0.16 2.40
C -3.58 1.50 2.76
C -2.41 2.22 2.56
C -1.31 1.60 1.99
C -0.17 -1.92 0.01
C -1.34 -2.09 -0.72
C -1.51 -3.22 -1.51
C -0.52 -4.18 -1.59
C 0.66 -4.01 -0.87
C 0.83 -2.89 -0.07
C 2.08 -0.79 3.26
H 5.02 0.96 3.33
H 5.03 0.20 5.68
H 3.26 -1.34 6.45
H 1.35 -2.60 6.10
H -0.54 -3.33 4.68
H -0.84 -2.34 2.47
H -2.59 -1.51 1.57
H -4.55 -0.41 2.55
H -4.45 1.98 3.19
H -2.36 3.27 2.81
H -0.42 2.19 1.77
H -2.10 -1.32 -0.72
H -2.42 -3.32 -2.10
H -0.65 -5.05 -2.22
H 1.45 -4.75 -0.93
H 1.75 -2.77 0.48
Cl -4.25 -1.54 -5.70
C -2.88 -1.02 -4.72
C -1.63 -1.57 -5.00
C -0.56 -1.14 -4.21
Cl 1.01 -1.83 -4.53
C -0.69 -0.22 -3.19
O 0.38 0.12 -2.46
C -1.98 0.34 -2.92
C -2.23 1.22 -1.86
O -1.36 1.67 -0.99
C -3.07 -0.10 -3.73
H -1.49 -2.29 -5.79
H -3.26 1.57 -1.74
H -4.06 0.31 -3.54
```

***

Which value of E does entry 1 give?
-4261.8946 a.u.

***

What did the sixth record say?
This record from OMol25 describes one molecule with the formula C6H11NS in a non-equilibrium geometry. The level of theory is ωB97M-V/def2-TZVPD.

Calculated values
E_LUMO (eV): -0.37
E (a.u.): -688.0989
SMILES: CC[C@@H]1C[C@H](C=S)N1

Geometry as XYZ:
```
19
C6H11NS ωB97M-V/def2-TZVPD
C 1.98 -1.47 0.09
C 1.03 -0.59 -0.68
C 0.68 0.65 0.13
C -0.44 0.35 1.18
C -1.40 1.12 0.28
C -2.35 0.27 -0.50
S -3.08 -1.10 0.02
N -0.24 1.62 -0.48
H 1.46 -1.87 0.95
H 2.85 -0.90 0.47
H 2.29 -2.26 -0.59
H 0.11 -1.12 -0.90
H 1.45 -0.29 -1.64
H 1.60 1.10 0.53
H -0.72 -0.69 1.31
H -0.29 0.92 2.09
H -1.97 1.94 0.71
H -2.68 0.68 -1.47
H -0.28 1.63 -1.49
```